(1)
Entry from the Open Molecules 2025 dataset: C27H41ClIN2O6ReS2Si as an isolated structure (ωB97M-V/def2-TZVPD).

```
82
Properties=species:S:1:pos:R:3:forces:R:3
Re -0.3220 0.4861 0.6891 0.09 0.02 0.05
C -3.8715 1.4478 2.1240 0.01 0.03 -0.01
C -3.5288 1.4538 0.6493 0.00 0.00 0.00
C -4.7103 1.0338 -0.2039 -0.02 0.02 0.03
C -2.9894 2.7979 0.2050 -0.01 -0.09 -0.03
O -2.4226 0.4330 0.4085 0.02 0.03 -0.02
Si -2.6761 -1.2595 0.2282 0.00 0.01 0.03
S -0.6209 -1.7881 0.2449 0.01 0.01 0.00
O -3.5184 -1.6737 1.5253 -0.01 0.02 -0.03
C -3.8045 -2.9713 2.1268 -0.01 0.00 0.03
C -3.6751 -4.0688 1.0817 -0.01 0.00 0.01
C -5.2287 -2.8768 2.6461 0.03 -0.01 0.00
C -2.8070 -3.1595 3.2578 -0.02 0.00 -0.01
O -3.4668 -1.6311 -1.1092 -0.04 -0.05 -0.04
C -3.1766 -1.7688 -2.5259 0.03 0.01 -0.02
C -2.2585 -0.6412 -2.9737 0.00 -0.05 -0.02
C -4.5252 -1.6889 -3.2219 0.02 0.01 0.01
C -2.5301 -3.1283 -2.7442 -0.03 0.02 0.02
H -4.6510 2.1917 2.2960 -0.01 -0.01 0.00
H -3.0084 1.7164 2.7295 0.01 0.01 0.01
H -4.2395 0.4739 2.4379 0.01 -0.01 0.01
H -5.4984 1.7761 -0.0751 0.00 0.00 0.00
H -5.1093 0.0667 0.1007 -0.01 0.00 0.01
H -4.4439 0.9925 -1.2585 0.00 0.00 -0.03
H -3.7834 3.5388 0.2985 -0.01 -0.02 0.00
H -2.6797 2.7680 -0.8418 0.01 0.00 0.00
H -2.1599 3.1205 0.8293 0.03 0.03 0.03
H -4.3637 -3.8985 0.2541 -0.01 0.00 -0.01
H -3.9057 -5.0347 1.5305 0.00 -0.01 0.01
H -2.6552 -4.1228 0.6914 0.01 0.00 -0.01
H -5.9237 -2.7027 1.8243 0.00 0.00 -0.01
H -5.3179 -2.0592 3.3614 0.00 0.01 0.01
H -5.5086 -3.8037 3.1468 0.00 -0.01 0.00
H -1.7865 -3.1688 2.8726 0.01 0.00 -0.01
H -2.9929 -4.1033 3.7712 0.00 -0.01 0.00
H -2.8965 -2.3469 3.9788 0.00 0.01 0.00
H -2.6996 0.3309 -2.7504 -0.02 0.03 0.01
H -2.1000 -0.7017 -4.0510 0.00 0.00 0.00
H -1.2864 -0.7037 -2.4834 -0.01 -0.01 -0.01
H -4.9928 -0.7200 -3.0440 0.00 0.01 0.00
H -5.1896 -2.4678 -2.8492 0.00 -0.01 0.00
H -4.4022 -1.8215 -4.2967 0.00 0.00 -0.01
H -1.5774 -3.1923 -2.2183 0.03 0.00 0.01
H -2.3466 -3.2911 -3.8066 0.00 0.01 -0.01
H -3.1855 -3.9207 -2.3823 0.00 -0.01 0.00
N 6.5674 0.2452 -0.8741 0.01 0.02 0.01
C 6.0629 0.4159 0.3594 -0.04 0.01 0.01
S 6.9548 0.5480 1.7195 0.05 0.00 0.03
C 4.5695 0.4199 0.4336 -0.06 0.00 0.00
C 3.8002 -0.4185 -0.3703 -0.01 0.05 0.05
C 2.4275 -0.4081 -0.2407 0.06 -0.05 -0.03
N 1.8027 0.3879 0.6407 -0.13 0.03 0.00
C 2.5394 1.2071 1.4165 0.08 0.06 0.01
C 3.9125 1.2444 1.3422 -0.02 -0.05 -0.04
H 7.5688 0.2378 -0.9843 -0.01 0.00 0.00
H 5.9970 0.3293 -1.6976 0.00 -0.01 -0.02
H 4.2588 -1.1022 -1.0707 -0.02 -0.01 -0.01
H 1.8003 -1.0473 -0.8462 0.00 0.00 0.01
H 1.9954 1.8432 2.1000 0.02 0.00 0.00
H 4.4747 1.8989 1.9924 0.00 0.02 0.01
I -0.3811 0.3473 3.3076 -0.01 -0.02 -0.06
C 3.5357 4.5740 -1.6700 0.02 0.01 -0.01
C 2.9515 4.8370 -0.3092 -0.13 0.01 0.05
C 3.8028 4.9917 0.7830 -0.06 -0.01 0.09
C 3.3038 5.2980 2.0372 -0.03 0.00 -0.05
Cl 4.3997 5.4653 3.3694 0.02 -0.01 0.02
C 1.9440 5.4905 2.2367 0.07 -0.03 -0.01
C 1.0868 5.3297 1.1650 0.05 -0.05 -0.12
C 1.5812 4.9798 -0.0840 0.12 -0.01 0.01
O 0.6498 4.8386 -1.1113 -0.02 -0.05 0.11
C 0.5753 3.5790 -1.7164 0.07 -0.03 -0.07
C 0.1517 2.4563 -0.8096 0.13 0.13 -0.04
O -0.1198 1.3128 -1.2934 0.01 -0.16 -0.05
O 0.1105 2.5656 0.4528 -0.20 0.11 0.12
H 4.5790 4.8832 -1.6946 0.00 0.03 0.00
H 3.0003 5.1272 -2.4413 -0.02 -0.02 -0.03
H 3.5118 3.5125 -1.9327 0.04 0.01 -0.01
H 4.8723 4.8971 0.6452 0.02 0.00 0.00
H 1.5688 5.7535 3.2152 0.00 0.01 0.01
H 0.0196 5.4548 1.2843 -0.01 0.00 0.00
H 1.5313 3.2688 -2.1540 -0.11 -0.06 -0.02
H -0.1424 3.6358 -2.5362 -0.01 0.06 0.04
```
Positions in Å, forces in eV/Å.

The energy above the lowest of the compared OMol25 structures with the same formula, charge and spin comes out at 0.0 kJ/mol. As for the net charge: +1. The value obtained for the lowest unoccupied orbital energy (spin up / spin down) is -3.48 / -4.49 eV. For the HOMO energy (spin up / spin down), the calculation gives -11.1 / -11.1 eV. The multiplicity is 4. As for the expectation value of S²: 3.775.

(2)
Entry from the Open Molecules 2025 dataset: C27H41GeHgN3O6 as an isolated structure (ωB97M-V/def2-TZVPD).

```
79
Properties=species:S:1:pos:R:3:forces:R:3
Hg -0.2149 0.2245 -0.6325 0.18 -0.17 -0.50
C 0.0213 1.6831 4.6608 0.06 -0.05 -0.08
C -0.5013 1.7082 3.2162 -0.03 0.04 0.07
C -0.5737 3.1582 2.7384 -0.01 -0.03 -0.04
C -1.8943 1.0836 3.1658 0.03 -0.03 -0.05
O 0.3720 1.0315 2.3394 0.01 0.00 0.10
Ge 1.0694 -0.6790 2.6268 -0.20 -0.21 -0.03
O 2.3781 -0.2428 1.3952 0.17 0.23 0.00
C 3.5346 -0.9825 1.1118 0.02 -0.09 0.00
C 4.3007 -1.3477 2.3922 -0.08 0.04 0.00
C 3.1773 -2.2617 0.3513 -0.02 0.00 0.04
C 4.4142 -0.0964 0.2292 -0.08 0.00 -0.06
O -0.0165 -1.4990 1.2711 -0.08 0.32 0.14
C -0.7852 -2.6855 1.3395 0.01 -0.17 -0.07
C -0.3732 -3.5525 2.5351 0.05 0.04 -0.05
C -2.2780 -2.3687 1.4380 0.07 0.14 0.01
C -0.5358 -3.4620 0.0444 0.01 0.05 0.02
H -0.5853 2.3301 5.3004 -0.01 0.00 0.01
H -0.0030 0.6685 5.0630 0.02 0.01 0.01
H 1.0577 2.0297 4.6823 -0.02 0.03 0.01
H -1.1669 3.7662 3.4274 -0.01 0.01 -0.01
H 0.4351 3.5756 2.6795 -0.02 0.02 0.02
H -1.0290 3.2019 1.7481 0.03 0.00 -0.03
H -2.6102 1.6617 3.7577 -0.01 0.00 0.00
H -2.2400 1.0326 2.1323 -0.01 0.02 -0.03
H -1.8547 0.0667 3.5588 -0.03 -0.07 0.03
H 3.6994 -2.0106 3.0179 0.02 0.00 0.02
H 5.2425 -1.8501 2.1523 0.01 0.00 0.00
H 4.5142 -0.4436 2.9679 0.01 0.00 -0.01
H 2.4923 -2.8622 0.9531 0.02 -0.05 0.01
H 2.6732 -2.0076 -0.5813 -0.02 0.03 -0.02
H 4.0734 -2.8530 0.1335 -0.01 0.00 -0.02
H 4.6138 0.8475 0.7427 0.03 -0.01 0.02
H 5.3645 -0.5873 -0.0021 0.01 0.01 -0.01
H 3.8880 0.1114 -0.7051 -0.01 0.00 -0.01
H -0.5242 -3.0140 3.4722 -0.01 -0.03 0.01
H -0.9704 -4.4687 2.5538 0.01 -0.01 -0.01
H 0.6850 -3.8222 2.4694 -0.01 0.00 0.02
H -2.4926 -1.8640 2.3812 -0.02 0.04 0.06
H -2.5813 -1.7164 0.6169 0.00 -0.01 -0.02
H -2.8683 -3.2898 1.3976 0.01 0.00 0.00
H 0.5256 -3.7017 -0.0521 0.01 0.01 -0.01
H -1.1145 -4.3907 0.0260 -0.01 0.00 -0.02
H -0.8319 -2.8474 -0.8066 -0.03 -0.02 -0.01
N 1.3581 2.1747 -0.1722 0.03 0.14 0.07
C 0.7954 3.3592 -0.7974 0.04 -0.07 -0.03
C -0.7336 3.3452 -0.9478 0.05 -0.05 0.11
O -1.2594 4.4252 -1.2938 -0.04 0.04 -0.01
N -1.3302 2.1969 -0.6968 -0.18 -0.10 0.12
C -2.7693 2.1337 -0.8544 0.11 0.03 -0.01
C -3.3346 0.7424 -1.2094 0.11 -0.06 0.09
O -4.5221 0.7198 -1.5643 -0.10 0.00 -0.02
O -2.5709 -0.2649 -1.0804 -0.11 0.03 0.04
H 1.1702 2.1005 0.8245 0.01 -0.04 -0.01
H 2.3504 2.0656 -0.3220 -0.01 -0.08 -0.06
H 1.1944 3.4436 -1.8126 0.03 0.01 0.01
H 1.0399 4.2960 -0.2823 -0.03 0.02 0.01
H -3.1162 2.8422 -1.6088 -0.01 0.00 -0.01
H -3.2674 2.4176 0.0841 -0.03 0.06 -0.01
N 1.8958 -0.5287 -2.7696 0.07 -0.07 0.05
C 0.6713 -0.7046 -2.4403 -0.02 0.09 0.18
H 2.0664 -0.9219 -3.7082 -0.01 -0.02 0.02
C -3.2890 0.6894 -5.4517 0.01 0.00 0.01
C -2.4079 1.3890 -4.5988 -0.01 -0.01 -0.02
C -1.4241 0.7203 -3.9307 -0.01 -0.02 0.02
C -1.2760 -0.6838 -4.0653 -0.04 0.00 0.03
C -0.2645 -1.4053 -3.3600 0.03 -0.02 -0.04
C -0.1710 -2.7645 -3.5232 0.03 0.00 -0.04
C -1.0631 -3.4608 -4.3670 0.00 -0.01 -0.01
C -2.0357 -2.7905 -5.0497 0.02 0.01 0.01
C -2.1628 -1.3845 -4.9163 0.02 0.02 0.00
C -3.1666 -0.6604 -5.6074 0.00 -0.01 0.00
H -4.0788 1.2268 -5.9632 0.00 0.00 0.00
H -2.5299 2.4540 -4.4470 0.00 0.00 0.01
H -0.7724 1.2584 -3.2552 0.00 0.01 -0.01
H 0.5896 -3.3079 -2.9746 -0.01 -0.01 0.01
H -0.9751 -4.5375 -4.4620 0.00 0.00 0.00
H -2.7283 -3.3210 -5.6945 -0.01 0.01 0.00
H -3.8529 -1.2075 -6.2456 0.00 0.00 0.00
```
Positions in Å, forces in eV/Å.

As for the net charge: -2. The value obtained for the lowest unoccupied orbital energy is 4.70 eV. For the HOMO energy, the calculation gives -2.0 eV.

(3)
Entry from the Open Molecules 2025 dataset: a 4-piece molecular cluster, C27H42BNO8 overall in a non-equilibrium geometry (ωB97M-V/def2-TZVPD).

```
79
Properties=species:S:1:pos:R:3:forces:R:3
C 2.8295 -3.4004 2.8288 -0.47 -0.12 -0.65
C 2.7818 -3.6337 1.2451 1.30 0.94 0.90
C 3.0125 -2.2433 0.5379 -0.01 -0.08 -0.01
C 1.7926 -1.2556 0.6480 0.84 0.03 0.08
C 2.1458 0.2137 0.1166 0.53 -0.72 -0.71
C 3.0588 1.0151 1.0865 0.60 0.71 0.86
C 2.4932 1.9001 2.1163 2.16 0.39 0.85
C 0.9734 2.1867 2.3454 0.62 -0.37 0.78
C 0.0761 0.9205 2.4722 -2.07 -1.21 -1.21
C 0.1616 -0.0759 3.5320 -1.33 -0.39 -0.84
C -0.7426 -1.2313 3.6171 -0.64 1.28 -1.66
C -1.7956 -1.4119 2.6135 1.64 2.19 -0.46
C -1.8849 -0.4304 1.5358 1.33 0.42 1.38
C -0.9801 0.7328 1.4440 -0.19 -1.42 1.25
C -1.2176 1.6915 0.2420 -0.23 -0.27 -0.16
C 3.4493 2.5851 3.0226 1.61 -1.01 -1.87
O 3.0159 3.4308 4.0775 0.14 -2.04 0.53
B 2.8699 2.6533 5.2455 0.03 -0.42 0.80
O 2.3266 3.1506 6.4546 -0.22 -0.50 -1.95
O 3.2429 1.2633 5.2475 -1.49 1.36 -0.33
C 4.9102 2.4368 2.9103 -0.52 -0.62 -1.10
C 5.4923 1.6045 1.8683 -3.60 0.54 1.29
C 4.5099 0.9130 1.0016 1.52 0.43 0.80
C 5.4421 0.1275 0.0340 -0.32 0.49 0.09
O 5.2291 -0.7181 -0.7898 -0.36 0.66 0.39
N 6.8245 0.6136 0.2017 -0.14 0.86 0.45
C 6.9712 1.3018 1.4921 -2.43 -0.22 -0.76
O 7.9993 1.5600 2.0366 -0.53 0.06 -0.15
H 1.7704 -3.2887 3.1753 0.98 -0.23 0.15
H 3.3673 -2.4411 3.0865 -0.47 -1.01 -0.36
H 3.3668 -4.2520 3.3320 -0.81 0.85 -0.31
H 1.8448 -4.1410 0.9069 0.78 0.37 0.33
H 3.6862 -4.2720 1.0203 -1.13 0.49 -0.12
H 3.3125 -2.4316 -0.5343 -0.35 0.47 1.07
H 3.8729 -1.7476 1.0755 -0.69 -0.69 -0.74
H 0.9501 -1.7066 0.0590 0.44 0.72 0.72
H 1.5663 -1.1426 1.7404 -0.27 -0.37 -1.09
H 1.2164 0.7685 -0.1879 0.98 -0.44 0.71
H 2.7244 0.0565 -0.8408 -0.48 0.26 0.91
H 0.6460 2.9051 1.5505 0.05 -0.93 0.65
H 0.8740 2.7518 3.3182 0.23 -0.47 -1.05
H 0.9316 0.0199 4.3309 -0.63 -0.05 -0.81
H -0.6843 -1.9700 4.4495 0.19 0.84 -0.73
H -2.5387 -2.2397 2.6216 0.87 0.66 0.23
H -2.6896 -0.5369 0.7647 0.90 0.11 0.78
H -1.0495 2.7742 0.4637 -0.18 -0.95 -0.02
H -0.5857 1.4175 -0.6518 -0.61 0.22 1.01
H -2.2830 1.5738 -0.1117 1.10 0.17 0.42
H 1.7695 2.4188 6.7826 0.56 0.63 0.39
H 2.3980 0.8077 5.4354 0.91 -0.25 0.08
H 5.5791 2.9908 3.6193 -0.87 -0.58 -0.69
H 6.8552 1.4016 -0.4680 0.66 -0.73 -0.11
C -1.8180 -0.7596 -4.4267 -0.03 -0.07 0.02
C -1.8658 0.0613 -3.1532 0.46 0.03 -0.40
O -0.7910 -0.3030 -2.2875 0.06 -0.10 0.27
H -1.8818 -1.8246 -4.1986 -0.12 0.07 -0.03
H -2.6400 -0.4932 -5.0938 0.05 -0.07 -0.03
H -0.8722 -0.6019 -4.9533 -0.06 0.12 -0.03
H -2.8016 -0.1154 -2.6203 0.13 0.03 0.14
H -1.7918 1.1287 -3.3745 -0.24 -0.02 0.01
H 0.0335 -0.1362 -2.7600 -0.11 -0.08 0.03
C -5.9143 -2.2712 -3.6946 -0.05 0.11 0.06
C -5.5328 -2.3455 -5.1609 0.06 -0.37 0.27
O -4.2362 -2.9137 -5.3093 0.07 0.08 -0.13
H -5.1887 -1.6707 -3.1407 -0.04 0.04 -0.07
H -6.9055 -1.8297 -3.5700 0.02 -0.04 0.05
H -5.9148 -3.2674 -3.2442 -0.10 0.01 -0.04
H -5.5123 -1.3475 -5.6012 0.14 -0.09 -0.07
H -6.2508 -2.9548 -5.7193 -0.14 0.16 -0.01
H -4.2601 -3.7992 -4.9279 0.03 0.11 -0.07
C -5.9135 1.7653 -3.9445 -0.07 -0.11 -0.01
C -5.1444 2.3536 -2.7771 -0.01 0.19 -0.40
O -3.8076 2.6559 -3.1643 0.10 -0.01 0.12
H -5.4252 0.8569 -4.3051 -0.02 0.00 0.09
H -6.9386 1.5234 -3.6555 0.01 0.02 -0.06
H -5.9416 2.4673 -4.7823 -0.09 0.03 0.07
H -5.1001 1.6419 -1.9514 0.16 0.07 -0.02
H -5.6231 3.2702 -2.4179 -0.14 -0.11 0.10
H -3.8500 3.2923 -3.8878 0.02 -0.07 0.10
```
Positions in Å, forces in eV/Å.

The energy above the lowest of the compared OMol25 structures with the same formula, charge and spin comes out at 283.0 kJ/mol. As for the net charge: 0. The value obtained for the lowest unoccupied orbital energy is -0.34 eV. For the HOMO energy, the calculation gives -8.9 eV. Its structure (SMILES) is CCCCCc1c(Cc2ccccc2C)c(OB(O)O)cc2c1C(=O)NC2=O.CCO.CCO.CCO.